Record 1
The following is a DFT calculation (the ωB97M-V functional and the def2-TZVPD basis) of an isolated molecule of C15H17F4NO4.

**E_HOMO**: -8.42 eV
**Structure (SMILES)**: COc1ccccc1NC(=O)CCCC(=O)OCC(F)(F)C(F)F
**Kohn-Sham gap**: 9.082 eV
**DFT total energy**: -36381.9636 eV
**Molar mass**: 351.3 g mol⁻¹

Geometry as XYZ:
```
41
Properties=species:S:1:pos:R:3:forces:R:3
C -2.4489 -0.8038 2.8160 -0.068 -0.208 0.199
O -1.9368 0.2124 1.9853 0.064 0.327 -0.495
C -2.4570 0.3429 0.7219 0.024 0.095 -0.095
C -3.5012 -0.4066 0.2082 0.103 0.049 0.238
C -3.9269 -0.2022 -1.0965 -0.027 0.036 -0.119
C -3.3171 0.7486 -1.8906 -0.106 -0.132 0.056
C -2.2755 1.5123 -1.3880 0.071 0.083 -0.026
C -1.8387 1.3189 -0.0868 -0.129 -0.128 -0.003
N -0.7864 2.0354 0.4967 -0.283 -0.356 0.469
C 0.0664 2.9208 -0.0779 0.359 0.315 0.384
O 0.0129 3.2860 -1.2326 -0.039 0.064 -0.294
C 1.1660 3.3709 0.8755 0.050 -0.092 -0.094
C 2.1919 2.2448 1.0371 0.037 0.108 -0.061
C 2.9074 1.9494 -0.2967 -0.022 -0.117 0.114
C 3.3008 0.5019 -0.3024 -0.008 0.097 -0.122
O 4.3157 0.0243 0.1134 0.184 0.017 0.083
O 2.2812 -0.2446 -0.8089 -0.274 0.145 -0.154
C 2.3860 -1.6481 -0.7004 0.207 -0.564 0.368
C 1.1711 -2.1494 0.0852 0.000 0.226 -0.330
F 1.2919 -3.4701 0.3429 0.039 -0.132 -0.319
F 1.1170 -1.5331 1.2958 -0.080 0.257 0.057
C -0.1563 -1.8605 -0.6504 0.085 0.580 0.277
F -1.1839 -2.4609 -0.0234 -0.125 -0.223 0.394
F -0.1050 -2.3623 -1.8986 0.220 -0.195 -0.399
H -3.5029 -0.6312 3.0532 0.038 -0.004 -0.025
H -2.3304 -1.7887 2.3565 -0.005 0.043 0.004
H -1.8597 -0.7573 3.7303 -0.080 -0.055 -0.036
H -3.9838 -1.1589 0.8100 -0.010 -0.082 0.096
H -4.7390 -0.7975 -1.4840 -0.074 -0.061 -0.037
H -3.6479 0.9040 -2.9054 -0.029 0.017 -0.098
H -1.7928 2.2576 -1.9971 0.028 0.024 0.003
H -0.6426 1.7932 1.4684 0.101 0.122 -0.132
H 1.6463 4.2532 0.4526 -0.115 0.010 0.000
H 0.7413 3.6284 1.8468 -0.010 0.052 0.021
H 1.6826 1.3422 1.3853 0.034 0.010 0.051
H 2.9294 2.5176 1.7927 -0.034 -0.066 0.019
H 3.7942 2.5724 -0.4005 -0.013 -0.053 -0.037
H 2.2276 2.1337 -1.1283 0.071 0.014 -0.031
H 3.3049 -1.9121 -0.1608 -0.285 -0.058 -0.115
H 2.3893 -2.1013 -1.6957 -0.002 0.098 0.148
H -0.3526 -0.7788 -0.7052 0.104 -0.263 0.041
```
Forces are in eV/Å.

Record 2
The following is a DFT calculation (the ωB97M-V functional and the def2-TZVPD basis) of C15H17HgN as an isolated structure in a non-equilibrium geometry.

**E_HOMO (alpha / beta)**: 1.95 / 1.95 eV
**Kohn-Sham gap (alpha / beta)**: 3.802 / 3.803 eV
**DFT total energy**: -21482.0738 eV
**Molar mass**: 411.9 g mol⁻¹
**Total charge**: -2

Geometry as XYZ:
```
34
Properties=species:S:1:pos:R:3:forces:R:3
C 0.9239 -1.3917 -3.1071 -0.981 -1.419 0.334
C -0.4961 -1.3110 -3.3680 1.026 -1.194 0.364
C -1.1707 -2.0064 -2.3072 0.914 0.268 -0.295
C -0.1861 -2.4830 -1.3994 0.645 -0.036 -1.010
C 1.0957 -2.1137 -1.8870 -0.692 -0.591 -1.248
Hg -0.1827 0.2508 -1.5794 3.159 1.035 2.017
C -1.7084 1.7797 -2.1766 -0.643 1.354 -1.615
C -0.4573 2.0334 -2.7634 -1.665 0.792 0.870
C 0.4773 2.6093 -3.4697 1.152 0.250 -0.720
N 1.6786 1.3163 -0.5946 -1.329 -0.429 0.298
H -2.2283 -2.1223 -2.2188 -0.479 -0.044 0.100
H -0.9389 -0.7921 -4.1915 -0.277 0.132 -0.351
H -0.3707 -3.0687 -0.5250 -0.130 -0.056 0.443
H 2.0411 -2.3271 -1.4320 0.192 0.093 0.281
H 1.6980 -0.9482 -3.6996 0.188 0.212 -0.087
H -2.4261 1.1334 -2.6936 0.261 0.330 0.122
H 2.5478 1.7365 -0.9427 0.057 -0.124 -1.032
H -2.0362 2.2414 -1.2432 0.333 0.034 -0.363
H 0.3164 3.4287 -4.1990 -0.525 -0.283 0.470
H 1.5349 2.3119 -3.3938 -0.834 -0.059 0.143
C -0.1804 0.0605 1.1343 -0.918 -0.111 -1.588
C -0.0073 0.0477 2.5174 -0.525 -0.454 -0.680
C 1.1985 -0.3683 3.1273 0.292 -0.455 0.548
C 1.2454 -0.4644 4.5145 -1.121 0.205 0.344
C 0.0597 -0.1211 5.2340 0.210 -0.069 0.498
C -1.1455 0.3128 4.6213 0.405 0.205 -0.116
C -1.1617 0.3741 3.2410 -0.113 0.849 1.405
H -0.0324 -0.7962 0.5332 1.454 -0.821 -0.065
H -0.2657 0.9855 0.5939 -0.146 0.580 0.437
H 2.0550 -0.5938 2.4703 -0.520 0.215 0.416
H 2.1603 -0.7856 5.0648 -0.781 0.275 -0.440
H 0.0515 -0.1818 6.3138 0.206 -0.080 0.241
H -2.0570 0.6102 5.1934 0.902 -0.447 -0.192
H -2.0325 0.6432 2.6326 0.284 -0.158 0.473
```
Forces are in eV/Å.

Record 3
The following is a DFT calculation (the ωB97M-V functional and the def2-TZVPD basis) of C15H17N3O3S2 as an isolated structure in a non-equilibrium geometry.

**E_HOMO**: -8.43 eV
**Kohn-Sham gap**: 8.726 eV
**DFT total energy**: -48115.6450 eV
**Molar mass**: 351.5 g mol⁻¹

Geometry as XYZ:
```
40
Properties=species:S:1:pos:R:3:forces:R:3
C -0.1611 -4.3417 1.8527 0.223 0.351 -0.221
C 0.5956 -3.0289 1.8085 -0.064 -0.019 0.487
H 0.0001 -2.2059 2.2193 0.131 -0.102 -0.048
H 1.5325 -3.0867 2.3729 -0.138 0.059 -0.072
O 0.9030 -2.7305 0.4399 -0.155 -0.385 -0.228
C 1.5541 -1.5977 0.2170 0.160 0.306 -0.208
O 1.8830 -0.8189 1.0738 -0.022 -0.131 0.121
C 1.8271 -1.3869 -1.2679 0.152 0.018 0.022
N 2.2439 -0.0294 -1.5045 -0.448 -0.216 -0.037
C 3.5599 0.2827 -1.5716 -0.188 0.353 -0.262
O 4.4437 -0.5201 -1.7653 0.379 -0.191 0.047
C 3.8221 1.7770 -1.4237 -0.023 -0.042 0.458
H 4.7809 2.0328 -1.8719 -0.083 -0.046 0.000
H 3.0200 2.3871 -1.8333 0.036 0.009 -0.068
S 4.0116 2.1986 0.3468 0.409 -0.002 -0.240
C 2.3868 2.1054 0.9131 -0.057 0.184 0.590
N 1.3247 1.9536 0.1798 0.303 0.322 -0.183
C 0.2211 1.8905 0.9709 0.526 0.187 1.038
N 0.4005 2.0202 2.2625 -0.819 -0.066 0.083
S 1.9795 2.2023 2.6105 0.293 -0.067 -1.008
C -1.0906 1.6637 0.3922 -0.612 -0.120 -0.287
C -1.2606 1.6018 -0.9891 0.138 0.023 0.262
C -2.5121 1.3687 -1.5253 -0.158 -0.036 0.008
C -3.6199 1.1933 -0.7055 0.088 0.020 -0.031
C -3.4432 1.2577 0.6747 0.025 0.007 -0.060
C -2.1991 1.4889 1.2212 0.131 0.019 -0.088
H -2.0595 1.5394 2.2896 -0.011 -0.003 0.105
H -4.2973 1.1247 1.3233 -0.086 -0.012 0.078
C -4.9794 0.9396 -1.2792 -0.015 -0.015 0.024
H -5.6871 1.6857 -0.9204 -0.091 0.022 -0.028
H -5.3445 -0.0386 -0.9676 -0.076 -0.050 -0.030
H -4.9586 0.9723 -2.3654 -0.054 -0.009 -0.063
H -2.6310 1.3254 -2.5987 -0.030 -0.003 -0.094
H -0.4107 1.7481 -1.6384 0.067 0.024 -0.060
H 1.6318 0.6917 -1.1161 0.297 -0.116 -0.172
H 2.6417 -2.0516 -1.5743 -0.195 0.001 0.025
H 0.9294 -1.6265 -1.8427 0.098 -0.067 0.066
H 0.4451 -5.1373 1.4286 0.025 -0.126 -0.007
H -1.0817 -4.2630 1.2810 -0.119 -0.039 -0.023
H -0.4016 -4.5876 2.8827 -0.034 -0.041 0.102
```
Forces are in eV/Å.

Record 4
The following is a DFT calculation (the ωB97M-V functional and the def2-TZVPD basis) of an isolated molecule of C15H17N3O4S in a non-equilibrium geometry.

**E_HOMO**: -8.97 eV
**Structure (SMILES)**: CCOC(=O)c1ccc(NC(=O)CSc2nnc(CC)o2)cc1
**Kohn-Sham gap**: 9.338 eV
**DFT total energy**: -39326.9194 eV
**Molar mass**: 335.4 g mol⁻¹

Geometry as XYZ:
```
40
Properties=species:S:1:pos:R:3:forces:R:3
C -6.3741 -0.7627 0.7196 0.374 0.168 0.061
C -5.4266 0.3025 1.2532 -0.539 0.165 -0.144
O -4.0643 -0.1088 1.1475 0.249 -0.159 0.132
C -3.4714 0.0629 -0.0417 -0.069 0.129 -0.195
O -4.0183 0.5568 -0.9983 -0.019 -0.041 0.081
C -2.0675 -0.4131 -0.0454 0.190 -0.056 -0.035
C -1.3385 -0.3207 -1.2286 -0.221 -0.009 0.285
C -0.0293 -0.7523 -1.2893 0.108 -0.021 -0.133
C 0.5717 -1.2812 -0.1499 -0.310 0.147 -0.089
N 1.8989 -1.7212 -0.1283 -0.175 -0.263 0.372
C 2.8716 -1.5122 -1.0504 0.347 -0.266 0.051
O 2.7215 -1.0157 -2.1410 -0.065 0.025 -0.249
C 4.2540 -1.9778 -0.5909 0.161 0.258 0.250
S 4.5926 -1.6160 1.1711 0.262 -0.340 -0.167
C 3.9822 0.0066 1.2120 -0.164 0.251 0.370
N 3.5409 0.6545 2.2400 0.525 -1.589 0.140
N 3.1173 1.8507 1.7792 -0.367 1.355 -0.617
C 3.3125 1.8735 0.5039 -0.099 0.370 0.510
C 2.9498 2.9284 -0.4654 -0.052 -0.223 -0.258
C 1.8744 2.4138 -1.4261 0.089 0.125 0.015
O 3.8809 0.7185 0.0686 0.099 0.047 0.018
C -0.1547 -1.3763 1.0378 0.084 -0.012 -0.093
C -1.4632 -0.9473 1.0907 -0.070 0.052 -0.156
H -6.2060 -0.9076 -0.3447 -0.040 -0.018 -0.063
H -6.2097 -1.7057 1.2356 -0.040 -0.083 0.051
H -7.4016 -0.4465 0.8741 -0.133 0.010 0.015
H -5.5591 1.2372 0.6982 0.029 -0.113 0.173
H -5.5877 0.4755 2.3193 0.047 0.016 -0.138
H -1.8198 0.0948 -2.1006 -0.035 0.026 -0.073
H 0.5288 -0.6798 -2.2074 0.015 -0.007 -0.008
H 2.1877 -2.1387 0.7502 0.063 0.154 -0.219
H 5.0100 -1.5018 -1.2156 -0.208 -0.061 -0.008
H 4.3402 -3.0608 -0.6866 0.012 0.005 0.001
H 3.8403 3.2121 -1.0309 -0.006 0.096 0.060
H 2.5919 3.7894 0.0979 0.113 -0.045 0.026
H 1.6273 3.1853 -2.1497 -0.069 0.047 -0.097
H 2.2292 1.5351 -1.9605 -0.031 -0.061 -0.055
H 0.9723 2.1475 -0.8791 -0.080 -0.036 0.010
H 0.3181 -1.7810 1.9216 0.055 -0.026 0.100
H -2.0224 -1.0177 2.0097 -0.025 -0.014 0.075
```
Forces are in eV/Å.

Record 5
The following is a DFT calculation (the ωB97M-V functional and the def2-TZVPD basis) of an isolated molecule of C15H17N3O5 in a non-equilibrium geometry.

**E_HOMO**: -7.74 eV
**Structure (SMILES)**: N[C@@H](Cc1c[nH]c2ccccc12)C(=O)N[C@@H](CC(=O)O)C(=O)O
**Kohn-Sham gap**: 8.028 eV
**DFT total energy**: -30538.0811 eV
**Molar mass**: 319.3 g mol⁻¹

Geometry as XYZ:
```
40
Properties=species:S:1:pos:R:3:forces:R:3
N -0.3913 1.2236 -0.6600 -0.052 0.537 -1.100
C -0.3339 1.0375 0.7519 0.022 0.944 2.045
C -0.3834 -0.4122 1.2516 -1.489 -0.766 -1.200
C -1.8329 -0.9273 0.8646 -0.508 -0.351 0.988
C -3.0948 -0.3767 1.1537 0.458 0.476 -0.794
N -4.0917 -1.1802 0.5535 -1.207 1.629 1.567
C -3.5326 -2.2784 0.0331 -1.210 -1.245 -0.359
C -4.2585 -3.3902 -0.4641 2.829 -0.052 0.102
C -3.4582 -4.4079 -0.9796 -1.877 2.333 -0.219
C -2.1140 -4.2505 -1.1174 3.163 -1.759 1.088
C -1.4128 -3.2769 -0.3896 0.763 0.511 -1.112
C -2.1519 -2.1723 0.1578 1.674 -1.165 -0.292
C 1.0097 1.6880 1.4026 -1.801 -0.101 0.550
O 1.2828 1.5188 2.5840 0.408 -0.081 -1.310
N 1.6792 2.4773 0.5154 -0.798 0.028 -1.607
C 3.1292 2.5978 0.4250 0.400 -0.166 3.090
C 3.8647 1.1786 0.3828 -1.443 0.439 -1.956
C 2.9045 0.4111 -0.6358 3.134 0.077 2.092
O 2.2343 -0.5256 -0.3245 -0.702 -0.492 0.359
O 3.0029 0.7877 -1.8592 -1.440 -1.284 -2.737
C 3.3801 3.6077 -0.6800 0.186 -1.869 -3.638
O 3.7602 3.2274 -1.8243 -0.158 1.559 3.038
O 2.8871 4.8216 -0.5243 0.476 0.082 1.085
H -1.2647 1.4075 -1.1610 0.170 -0.092 1.100
H 0.0246 0.4451 -1.1172 0.601 -0.646 -0.544
H -1.2390 1.5240 1.1999 1.043 0.059 -0.122
H -0.1124 -0.4744 2.3242 -0.542 0.058 -0.598
H 0.3702 -1.0048 0.6872 -0.616 0.301 0.428
H -3.3999 0.6337 1.5549 0.554 -1.494 -0.322
H -5.1073 -1.1862 0.7658 1.384 0.478 -0.094
H -5.3072 -3.4622 -0.4285 -1.126 0.061 0.045
H -3.9052 -5.1763 -1.5084 -0.982 -1.713 -0.618
H -1.5690 -5.1646 -1.5694 -0.593 1.887 0.680
H -0.2884 -3.3535 -0.4211 -1.340 0.459 0.289
H 1.0833 2.6492 -0.3272 0.937 -0.693 0.601
H 3.3705 2.8825 1.4791 0.398 0.961 -1.031
H 3.7490 0.7315 1.3932 0.286 0.265 -0.815
H 4.9424 1.2329 -0.0001 -1.616 -0.043 0.630
H 3.4238 1.5706 -2.2105 0.719 0.970 1.000
H 3.1507 5.3660 -1.2778 -0.106 -0.103 -0.310
```
Forces are in eV/Å.

Record 6
The following is a DFT calculation (the ωB97M-V functional and the def2-TZVPD basis) of a 2-piece molecular cluster, C15H18 overall in a non-equilibrium geometry.

**E_HOMO**: -8.91 eV
**Structure (SMILES)**: CCc1ccccc1.Cc1ccccc1
**Kohn-Sham gap**: 9.820 eV
**DFT total energy**: -15846.7306 eV
**Molar mass**: 198.3 g mol⁻¹

Geometry as XYZ:
```
33
Properties=species:S:1:pos:R:3:forces:R:3
C 1.9711 2.3205 1.4117 0.130 -0.141 0.450
C 1.7470 0.8676 1.0184 -0.637 -0.795 0.522
C 1.5418 0.6720 -0.4610 0.862 -0.021 0.025
C 2.5071 -0.0441 -1.1765 -0.292 -0.296 0.027
C 2.4550 -0.1542 -2.5529 -0.003 0.134 0.044
C 1.4704 0.5174 -3.2655 0.296 -0.473 -0.288
C 0.5188 1.2349 -2.5737 -0.643 0.364 0.664
C 0.5286 1.2871 -1.1792 0.353 -0.079 -0.363
H 1.2655 2.9731 0.9133 0.020 0.195 -0.306
H 3.0003 2.5958 1.1797 -0.122 0.282 -0.179
H 1.8227 2.5007 2.4797 0.089 -0.229 0.024
H 2.5552 0.2275 1.3688 0.488 0.193 -0.240
H 0.9274 0.4093 1.5824 -0.371 0.400 -0.247
H 3.2756 -0.5947 -0.6504 0.108 0.164 0.171
H 3.2012 -0.7449 -3.0706 -0.046 0.023 -0.027
H 1.4799 0.3911 -4.3415 -0.258 0.338 -0.011
H -0.2852 1.8065 -3.0212 0.121 -0.233 -0.538
H -0.2568 1.8397 -0.6879 -0.018 0.121 0.212
C -1.6260 0.9095 2.5157 0.484 0.161 -0.293
C -1.7428 -0.3271 1.6538 -0.676 0.431 0.353
C -2.2925 -0.1934 0.3789 -0.287 -0.419 0.532
C -2.5150 -1.3191 -0.3990 0.778 0.392 -0.199
C -1.9728 -2.5443 -0.0067 -0.172 0.927 -0.483
C -1.5114 -2.6854 1.2894 0.696 -0.355 0.077
C -1.4014 -1.5879 2.1327 -0.744 0.320 -0.102
H -1.8436 1.8019 1.9266 0.073 -0.011 -0.020
H -0.6000 0.9819 2.8557 0.253 0.243 0.205
H -2.2427 0.9821 3.4079 -0.297 -0.486 -0.010
H -2.5630 0.8034 0.0576 -0.219 -0.058 -0.186
H -2.9897 -1.2120 -1.3647 0.152 -0.038 -0.144
H -1.7802 -3.2290 -0.8204 -0.486 -0.771 0.436
H -1.1598 -3.6501 1.6287 0.045 -0.073 0.017
H -1.1575 -1.6771 3.1856 0.322 -0.211 -0.125
```
Forces are in eV/Å.